[1]
Here is a molecular structure, C45H45CsN9O2P2S2 from the Open Molecules 2025 dataset. Energies are from the ωB97M-V functional and the def2-TZVPD basis.

```
106
Properties=species:S:1:pos:R:3:lowdin_charge:R:1
Cs 1.677 0.726 -0.598 0.922
N -1.707 4.028 -2.470 0.125
C -0.619 3.405 -1.956 -0.202
N 0.379 2.966 -2.636 0.099
C 0.343 3.078 -4.022 -0.295
N 1.212 2.503 -4.771 0.069
N 2.026 1.618 -4.104 0.032
C 3.267 1.695 -4.342 -0.100
C 4.207 0.725 -3.741 -0.270
C 5.560 0.797 -4.057 -0.034
C 6.427 -0.128 -3.499 -0.074
C 5.913 -1.097 -2.655 -0.061
C 4.547 -1.087 -2.394 -0.141
N 3.713 -0.198 -2.912 0.074
C -0.737 3.868 -4.641 -0.083
C -0.784 4.148 -6.006 -0.022
C -1.852 4.834 -6.547 -0.090
C -2.900 5.249 -5.725 -0.091
C -2.871 4.987 -4.371 -0.025
C -1.786 4.301 -3.828 -0.185
H -2.487 4.215 -1.860 0.153
H -0.637 3.258 -0.879 0.009
H 3.680 2.463 -5.000 0.115
H 5.919 1.570 -4.726 0.104
H 7.486 -0.091 -3.721 0.102
H 6.550 -1.841 -2.197 0.099
H 4.100 -1.820 -1.730 0.107
H 0.033 3.799 -6.622 0.109
H -1.882 5.044 -7.608 0.097
H -3.743 5.780 -6.148 0.100
H -3.681 5.306 -3.725 0.111
S -1.273 2.122 1.190 0.275
P -1.776 0.152 0.851 0.368
C -0.604 -0.846 0.336 -0.758
P -0.655 -2.228 -0.593 0.272
S 0.140 -2.207 -2.424 0.140
C -2.359 -2.929 -0.695 -0.327
C -3.093 -2.823 -1.871 -0.111
C -4.425 -3.214 -1.909 -0.098
C -5.035 -3.730 -0.775 -0.113
C -4.306 -3.852 0.401 -0.097
C -2.980 -3.449 0.439 -0.093
C 0.222 -3.558 0.336 -0.338
C 0.162 -4.886 -0.080 -0.095
C 0.859 -5.872 0.601 -0.097
C 1.644 -5.540 1.700 -0.114
C 1.721 -4.217 2.112 -0.104
C 1.007 -3.234 1.436 -0.108
C -2.492 -0.297 2.504 -0.356
C -2.014 -1.449 3.116 -0.106
C -2.418 -1.795 4.402 -0.094
C -3.318 -0.989 5.084 -0.109
C -3.806 0.165 4.479 -0.096
C -3.388 0.512 3.203 -0.128
C -3.237 0.270 -0.259 -0.322
C -4.542 -0.068 0.075 -0.083
C -5.561 0.036 -0.867 -0.100
C -5.286 0.482 -2.149 -0.108
C -3.978 0.800 -2.500 -0.089
C -2.964 0.683 -1.565 -0.108
H -2.600 -2.433 -2.754 0.064
H -4.989 -3.110 -2.829 0.098
H -6.075 -4.035 -0.805 0.091
H -4.773 -4.257 1.292 0.094
H -2.420 -3.538 1.364 0.093
H -0.429 -5.139 -0.954 0.105
H 0.800 -6.903 0.270 0.094
H 2.195 -6.309 2.228 0.090
H 2.335 -3.951 2.966 0.089
H 1.049 -2.191 1.736 0.072
H -1.308 -2.060 2.561 0.072
H -2.036 -2.698 4.864 0.097
H -3.640 -1.255 6.084 0.092
H -4.504 0.801 5.010 0.095
H -3.732 1.434 2.749 0.090
H -4.772 -0.436 1.067 0.097
H -6.571 -0.248 -0.596 0.097
H -6.081 0.559 -2.882 0.092
H -3.744 1.115 -3.511 0.100
H -1.935 0.876 -1.852 0.095
N 3.929 -1.009 1.085 0.026
C 3.653 -0.084 2.181 -0.368
C 4.509 -0.379 3.414 -0.162
C 4.290 0.542 4.611 -0.165
C 2.836 0.644 5.095 -0.161
N 2.245 1.909 4.674 0.083
C 1.099 2.073 4.008 -0.462
N 0.950 3.213 3.305 0.155
N 0.095 1.215 4.085 0.232
C 3.902 1.353 1.639 -0.767
O 4.960 1.524 1.016 -0.011
O 2.984 2.190 1.856 -0.144
H 4.049 -1.961 1.412 0.068
H 4.790 -0.694 0.645 0.064
H 2.593 -0.160 2.448 0.115
H 5.558 -0.322 3.110 0.120
H 4.318 -1.416 3.720 0.112
H 4.646 1.545 4.352 0.116
H 4.916 0.202 5.439 0.106
H 2.788 0.568 6.184 0.113
H 2.245 -0.178 4.685 0.112
H 2.908 2.644 4.483 0.141
H 1.764 3.342 2.697 0.083
H 0.094 3.200 2.749 -0.015
H 0.139 0.385 4.648 0.113
H -0.622 1.287 3.359 0.019
```

## Properties
- Gap between HOMO and LUMO: 5.70 eV
- DFT total energy: -105702.07110 eV
- Net charge: -1

[2]
Here is 11 unconnected molecules or ions with the total composition C32H64O29S6 at a distorted geometry from the Open Molecules 2025 dataset. Energies are from the ωB97M-V functional and the def2-TZVPD basis.

```
131
Properties=species:S:1:pos:R:3:lowdin_charge:R:1
O -2.747 2.900 0.574 -0.291
S -1.441 2.223 0.298 0.610
O -0.550 2.799 -0.670 -0.229
O -0.719 1.956 1.643 -0.191
C -0.504 0.488 1.763 -0.104
C -1.578 -0.193 0.994 -0.088
O -1.785 0.752 -0.139 -0.204
H 0.535 0.237 1.417 0.126
H -0.567 0.337 2.845 0.115
H -2.567 -0.267 1.504 0.134
H -1.283 -1.127 0.565 0.111
O 3.402 2.582 -4.425 -0.233
S 3.705 1.522 -3.500 0.562
O 5.007 1.476 -2.906 -0.246
O 2.712 1.524 -2.266 -0.235
C 1.841 0.282 -2.211 -0.084
C 2.682 -0.680 -3.045 -0.060
O 3.259 0.179 -4.186 -0.173
H 1.735 -0.007 -1.146 0.123
H 0.854 0.491 -2.650 0.098
H 2.098 -1.471 -3.526 0.124
H 3.453 -1.008 -2.328 0.111
O -0.208 -3.573 -3.925 -0.219
S -0.549 -2.430 -4.664 0.620
O 0.106 -2.057 -5.848 -0.201
O -2.172 -2.302 -4.873 -0.188
C -2.754 -1.220 -4.122 -0.147
C -1.770 -0.955 -3.008 -0.146
O -0.449 -1.167 -3.605 -0.226
H -2.848 -0.335 -4.746 0.122
H -3.748 -1.483 -3.803 0.134
H -1.943 -1.662 -2.235 0.096
H -1.877 0.041 -2.629 0.083
O -4.798 2.396 -4.830 -0.220
S -4.235 2.604 -3.519 0.651
O -3.369 1.535 -3.018 -0.255
O -3.626 4.012 -3.303 -0.186
C -4.093 4.578 -2.028 -0.092
C -4.987 3.545 -1.320 -0.169
O -5.430 2.777 -2.422 -0.197
H -3.195 4.809 -1.501 0.118
H -4.736 5.405 -2.329 0.134
H -5.928 4.012 -0.972 0.143
H -4.550 2.981 -0.512 0.090
O 2.536 1.096 1.176 -0.234
S 3.162 2.268 1.686 0.593
O 3.450 2.365 3.058 -0.194
O 4.456 2.628 0.814 -0.199
C 4.148 3.702 -0.128 -0.109
C 2.614 3.894 -0.148 -0.120
O 2.324 3.560 1.243 -0.193
H 4.590 4.639 0.220 0.133
H 4.546 3.370 -1.089 0.116
H 2.071 3.260 -0.800 0.078
H 2.289 4.915 -0.348 0.142
O 4.787 -2.846 1.679 -0.205
S 4.662 -1.890 0.650 0.576
O 3.384 -1.595 0.130 -0.232
O 5.426 -0.491 1.040 -0.191
C 5.896 0.100 -0.212 -0.145
C 6.372 -1.127 -1.054 -0.093
O 5.585 -2.280 -0.570 -0.200
H 5.122 0.654 -0.690 0.070
H 6.671 0.810 0.008 0.133
H 7.428 -1.368 -0.824 0.132
H 6.319 -1.047 -2.140 0.125
C -3.312 2.606 3.872 -0.151
C -1.966 2.294 4.542 -0.142
C -2.203 0.873 5.041 -0.233
O -2.920 0.206 4.053 -0.149
C -3.865 1.216 3.522 -0.151
H -3.129 3.138 2.947 0.080
H -3.969 3.168 4.507 0.103
H -1.754 2.999 5.337 0.112
H -1.116 2.383 3.902 0.084
H -2.804 0.931 5.938 0.116
H -1.310 0.323 5.343 0.106
H -4.874 1.125 4.015 0.124
H -4.059 1.177 2.413 0.114
C 3.023 -2.062 4.928 -0.142
C 2.586 -1.549 6.378 -0.143
C 1.256 -0.864 6.055 -0.235
O 1.246 -0.605 4.671 -0.194
C 2.494 -0.952 4.034 -0.182
H 2.516 -3.015 4.754 0.088
H 4.111 -2.285 4.898 0.121
H 3.394 -0.831 6.737 0.125
H 2.568 -2.440 7.045 0.111
H 1.131 0.096 6.608 0.122
H 0.355 -1.567 6.217 0.134
H 3.099 -0.064 4.095 0.104
H 2.299 -1.219 2.993 0.098
C -2.456 -5.557 -0.389 -0.122
C -4.006 -5.290 -0.247 -0.128
C -4.176 -3.757 -0.455 -0.218
O -2.903 -3.275 -0.738 -0.186
C -2.061 -4.337 -1.210 -0.202
H -2.264 -6.420 -0.994 0.099
H -1.921 -5.576 0.552 0.097
H -4.297 -5.566 0.736 0.083
H -4.640 -5.847 -0.940 0.105
H -4.499 -3.251 0.453 0.109
H -4.934 -3.533 -1.294 0.134
H -1.033 -3.957 -1.102 0.120
H -2.219 -4.454 -2.318 0.126
C 0.856 4.194 -6.047 -0.167
C 0.579 3.995 -4.546 -0.167
C 0.164 2.542 -4.487 -0.227
O -0.565 2.305 -5.677 -0.134
C -0.059 3.185 -6.726 -0.176
H 1.915 3.921 -6.289 0.109
H 0.639 5.255 -6.432 0.131
H -0.248 4.621 -4.214 0.106
H 1.419 4.200 -3.843 0.110
H -0.458 2.320 -3.669 0.090
H 1.109 1.917 -4.383 0.104
H -0.970 3.713 -7.029 0.113
H 0.403 2.604 -7.554 0.126
C 0.329 -4.725 3.260 -0.144
C -0.994 -4.230 3.959 -0.138
C -1.279 -2.886 3.284 -0.173
O -0.802 -3.104 1.925 -0.167
C 0.515 -3.697 2.137 -0.176
H 0.172 -5.784 2.876 0.123
H 1.186 -4.673 3.922 0.083
H -0.884 -4.109 5.029 0.100
H -1.753 -4.953 3.730 0.095
H -0.687 -2.086 3.755 0.108
H -2.328 -2.692 3.247 0.113
H 1.215 -2.968 2.515 0.085
H 0.912 -4.246 1.259 0.131
```

## Properties
- Gap between HOMO and LUMO: 9.48 eV
- DFT total energy: -158602.57877 eV